P) Here is a 2-piece molecular cluster, C5H6N2 overall from OMol25. Energies are from ωB97M-V/def2-TZVPD.

```
13
C5H6N2 ωB97M-V/def2-TZVPD
C 2.939 0.607 0.233
C 2.119 0.499 -0.751
C -1.520 0.529 0.177
C -1.229 0.114 -1.022
C 2.594 -0.767 -0.235
N 1.862 -2.803 0.741
N 2.058 -1.709 0.468
H 3.655 1.165 0.881
H 1.434 0.952 -1.448
H -0.792 0.175 0.814
H -2.396 1.115 0.391
H -1.842 0.490 -1.864
H -0.268 -0.362 -1.209
```

E_LUMO (alpha / beta) = 0.02765 / 0.02768 Ha
charge = 0
gap between HOMO and LUMO (alpha / beta) = 8.23 / 8.23 eV
HOMO energy (alpha / beta) = -7.48 / -7.48 eV

Q) Here is C5H6N2 as an isolated structure from OMol25. Energies are from ωB97M-V/def2-TZVPD.

```
13
C5H6N2 ωB97M-V/def2-TZVPD
N 1.832 -0.345 1.048
C 1.267 0.773 0.988
C 1.368 0.173 -0.314
C 0.052 -0.291 -0.925
C -0.937 -0.937 0.084
C -1.480 0.464 0.061
N -0.803 0.943 -0.918
H 2.137 0.497 -1.014
H 0.167 -0.770 -1.903
H -1.633 -1.634 -0.393
H -0.540 -1.380 1.002
H -2.216 1.009 0.655
H 0.785 1.498 1.629
```

E_LUMO = 0.03864 Ha
charge = 0
gap between HOMO and LUMO = 10.95 eV
HOMO energy = -9.90 eV

R) Here is one molecule with the formula C5H6N2 from OMol25. Energies are from ωB97M-V/def2-TZVPD.

```
13
C5H6N2 ωB97M-V/def2-TZVPD
C -0.665 0.329 1.022
C 0.166 0.250 -0.029
C 0.014 -0.925 -0.842
C -1.763 -1.745 0.479
C 1.213 1.269 -0.345
N -1.603 -0.700 1.240
N 0.651 -1.351 -1.813
H -0.676 1.135 1.742
H 1.214 2.076 0.387
H 2.194 0.793 -0.354
H 1.037 1.682 -1.335
H -2.169 -0.581 2.083
H 0.387 -2.232 -2.235
```

E_LUMO (alpha / beta) = -0.00011 / -0.00010 Ha
charge = 0
gap between HOMO and LUMO (alpha / beta) = 7.36 / 7.36 eV
HOMO energy (alpha / beta) = -7.36 / -7.36 eV

S) Here is one molecule with the formula C5H6N2 from OMol25. Energies are from ωB97M-V/def2-TZVPD.

```
13
C5H6N2 ωB97M-V/def2-TZVPD
N 2.529 -0.885 1.243
C 1.668 -0.207 0.872
C 0.554 0.627 0.385
C 0.268 0.440 -1.139
C -1.050 -0.238 -1.282
C -1.233 -0.792 0.093
N -0.685 0.193 1.042
H 0.781 1.667 0.635
H 0.911 -0.317 -1.625
H 0.405 1.349 -1.732
H -1.325 0.986 1.033
H -0.590 -1.697 0.095
H -2.233 -1.125 0.381
```

E_LUMO = -0.02147 Ha
charge = 0
gap between HOMO and LUMO = 8.56 eV
HOMO energy = -9.14 eV

Which of them is the least stable? Correct choice: P).

P) Here is one molecule with the formula C2H5NOS2 from OMol25. Energies are from ωB97M-V/def2-TZVPD.

```
11
C2H5NOS2 ωB97M-V/def2-TZVPD
C -1.457 1.794 0.077
S 0.383 1.397 -0.004
C 0.443 -0.517 -0.038
S 1.604 -1.133 1.002
N -0.594 -1.197 -0.493
O -1.807 -0.767 -1.298
H -1.840 1.941 -0.996
H -1.335 2.762 0.564
H -1.866 1.226 0.881
H -0.528 -2.169 -0.477
H -1.527 -1.131 -2.333
```

E_LUMO = -0.00246 Ha
charge = 0
gap between HOMO and LUMO = 8.18 eV
HOMO energy = -8.25 eV
structure (SMILES) = CSC(=S)NO

Q) Here is a 2-piece molecular cluster, C2H5NOS2 overall from OMol25. Energies are from ωB97M-V/def2-TZVPD.

```
11
C2H5NOS2 ωB97M-V/def2-TZVPD
C 2.368 -0.017 2.269
N 2.611 0.387 1.089
S 1.468 -0.046 -0.113
H 3.084 0.249 3.045
H 1.499 -0.617 2.567
H 2.114 0.563 -1.114
O -0.617 0.693 -1.261
C -1.512 0.546 -0.474
S -2.793 -0.678 -0.605
H -1.642 1.163 0.431
H -2.326 -1.199 -1.751
```

E_LUMO = 0.01898 Ha
charge = 0
gap between HOMO and LUMO = 9.08 eV
HOMO energy = -8.56 eV
structure (SMILES) = C=NS.O=CS

R) Here is a 2-piece molecular cluster, C2H5NOS2 overall from OMol25. Energies are from ωB97M-V/def2-TZVPD.

```
11
C2H5NOS2 ωB97M-V/def2-TZVPD
C 2.320 0.400 0.042
C -0.622 -0.070 -0.195
H 3.168 -0.274 0.622
H 2.610 0.887 -0.971
H 1.825 1.061 0.741
H -1.687 -1.806 -0.192
H -3.034 0.402 0.901
N -1.637 -0.835 -0.159
O -3.042 -0.549 -0.153
S 0.985 -0.812 -0.340
S -0.887 1.596 -0.295
```

E_LUMO = -0.00920 Ha
charge = 0
gap between HOMO and LUMO = 8.28 eV
HOMO energy = -8.53 eV

Which of them is the least stable? Correct choice: R).

P) Here is one molecule with the formula C14H20N2O3S from OMol25. Energies are from ωB97M-V/def2-TZVPD.

```
40
C14H20N2O3S ωB97M-V/def2-TZVPD
C 4.492 3.226 -0.103
S 3.042 2.471 0.796
C 2.752 1.125 -0.382
C 2.062 0.047 0.395
C 1.740 -1.301 -0.302
N 0.540 -1.847 0.113
C -0.550 -1.534 -0.466
O -0.725 -0.752 -1.451
C -1.794 -1.995 0.181
N -1.449 -3.158 0.915
C -2.339 -1.047 1.299
C -2.685 0.324 0.619
C -3.777 0.321 -0.291
C -4.152 1.499 -0.843
C -3.362 2.615 -0.724
C -2.115 2.679 -0.029
C -1.885 1.502 0.681
C 2.905 -2.273 -0.387
O 4.117 -1.974 -0.466
O 2.473 -3.571 -0.345
H 4.266 3.188 -1.215
H 4.713 4.367 0.090
H 5.420 2.660 -0.168
H 3.684 0.714 -0.767
H 2.194 1.628 -1.357
H 2.750 -0.141 1.282
H 0.960 0.167 0.620
H 1.559 -1.041 -1.263
H 0.492 -2.517 0.917
H -2.408 -1.839 -0.826
H -1.240 -4.035 0.412
H -2.039 -3.559 1.751
H -3.356 -1.363 1.584
H -1.601 -0.701 2.036
H -4.649 -0.412 -0.323
H -5.023 1.541 -1.541
H -3.810 3.446 -1.086
H -1.598 3.605 -0.105
H -1.064 1.427 1.300
H 1.462 -3.491 -0.552
```

E_LUMO = 0.01051 Ha
charge = 0
gap between HOMO and LUMO = 8.87 eV
HOMO energy = -8.58 eV
structure (SMILES) = CSCC[C@H](NC(=O)[C@@H](N)Cc1ccccc1)C(=O)O

Q) Here is one molecule with the formula C14H20N2O3S from OMol25. Energies are from ωB97M-V/def2-TZVPD.

```
40
C14H20N2O3S ωB97M-V/def2-TZVPD
C -0.152 -0.853 -2.269
C 0.394 -0.161 -1.019
C 1.384 -1.122 -0.321
O 1.088 -2.284 -0.090
N 2.604 -0.659 -0.027
C 3.184 0.653 -0.260
C 4.485 0.624 0.539
C 4.900 -0.843 0.461
C 3.565 -1.563 0.594
N -0.672 0.292 -0.131
C -1.865 -0.436 0.062
C -1.832 -1.797 0.357
C -3.008 -2.497 0.555
C -4.232 -1.856 0.482
C -4.268 -0.502 0.202
C -3.098 0.204 -0.018
S -0.660 1.909 0.239
C -1.302 2.780 -1.237
O 0.714 2.312 0.362
O -1.522 2.155 1.349
H 0.655 -0.997 -2.983
H -0.559 -1.825 -2.005
H -0.934 -0.255 -2.732
H 0.923 0.750 -1.303
H 3.395 0.779 -1.330
H 2.516 1.448 0.074
H 4.290 0.903 1.574
H 5.232 1.301 0.130
H 5.351 -1.056 -0.509
H 5.602 -1.127 1.242
H 3.294 -1.717 1.643
H 3.533 -2.532 0.092
H -0.885 -2.307 0.425
H -2.961 -3.552 0.778
H -5.148 -2.404 0.646
H -5.215 0.015 0.146
H -3.153 1.259 -0.223
H -0.467 3.297 -1.691
H -2.047 3.489 -0.899
H -1.734 2.066 -1.925
```

E_LUMO = 0.02330 Ha
charge = 0
gap between HOMO and LUMO = 9.28 eV
HOMO energy = -8.64 eV
structure (SMILES) = C[C@H](C(=O)N1CCCC1)N(c1ccccc1)S(C)(=O)=O

Which of them is the least stable? Correct choice: P).

P) Here is a 2-piece molecular cluster, C3H4O2S overall from OMol25. Energies are from ωB97M-V/def2-TZVPD.

```
10
C3H4O2S ωB97M-V/def2-TZVPD
O 0.714 -1.055 -3.983
C 0.850 -1.842 -3.174
O 1.049 -2.703 -2.473
C -0.472 -0.452 -0.611
C 0.807 -0.365 -0.290
S 1.777 1.164 -0.632
H -0.944 0.435 -0.783
H -1.141 -1.286 -0.560
H 1.305 -1.205 0.033
H 1.061 1.363 -1.770
```

E_LUMO = 0.02104 Ha
charge = 0
gap between HOMO and LUMO = 9.76 eV
HOMO energy = -9.19 eV
structure (SMILES) = O=C=O.C=CS

Q) Here is one molecule with the formula C3H4O2S from OMol25. Energies are from ωB97M-V/def2-TZVPD.

```
10
C3H4O2S ωB97M-V/def2-TZVPD
O -0.069 2.507 0.553
C -0.505 1.352 0.533
C 0.230 0.142 0.257
S 1.937 0.344 -0.093
C -0.437 -1.065 -0.142
O 0.323 -1.997 -0.737
H -1.633 1.307 0.776
H 1.708 1.530 -0.347
H -1.460 -1.185 0.035
H -0.095 -2.936 -0.835
```

E_LUMO = 0.00530 Ha
charge = 0
gap between HOMO and LUMO = 8.61 eV
HOMO energy = -8.46 eV
structure (SMILES) = O=C/C(S)=C/O

R) Here is a 2-piece molecular cluster, C3H4O2S overall from OMol25. Energies are from ωB97M-V/def2-TZVPD.

```
10
C3H4O2S ωB97M-V/def2-TZVPD
O 2.465 1.616 -0.691
C 1.720 0.745 -0.450
C 0.891 -0.216 -0.188
C 0.488 -1.503 0.402
O 0.010 -1.074 -0.859
H 1.097 -2.395 0.351
H -0.331 -1.663 1.139
S -2.406 1.958 0.245
H -2.105 1.584 -0.934
H -1.829 0.948 0.984
```

E_LUMO = -0.00330 Ha
charge = 0
gap between HOMO and LUMO = 8.84 eV
HOMO energy = -8.93 eV
structure (SMILES) = O=C=C1CO1.S

Which of them is the least stable? Correct choice: R).